The molecule C11H14N2O, computed with ωB97M-V with the def2-TZVPD basis set.

XYZ file:
```
28
Properties=species:S:1:pos:R:3:mulliken_charge:R:1
C -2.49469 -1.37913 2.53220 -1.0504
C -3.09381 -0.15376 1.78617 0.5983
O -4.20073 0.26254 2.12119 -0.6336
N -2.42086 0.34945 0.71389 -0.1472
C -1.13762 -0.02913 0.16678 0.5024
C -0.79738 -1.39147 -0.06994 -0.7091
C 0.48601 -1.59503 -0.54501 -0.8738
C 1.42752 -0.56390 -0.82062 0.3290
C 1.00582 0.74228 -0.58495 0.9846
C -0.30368 0.97216 -0.12765 -0.7075
C 1.85320 1.89923 -1.04958 -1.3012
N 2.95243 1.46587 -1.88843 -0.3367
C 3.65379 0.37690 -1.25336 -0.6895
C 2.78750 -0.91903 -1.24520 -0.6492
H -2.83823 -1.41851 3.62232 0.2915
H -1.39997 -1.34814 2.52880 0.4157
H -2.90237 -2.32588 2.12696 0.2257
H -2.83825 1.23384 0.33671 0.2651
H -1.43613 -2.18133 0.24313 0.4813
H 0.79452 -2.60406 -0.72578 0.4247
H -0.59541 1.99235 0.02068 0.3848
H 2.25713 2.48883 -0.19517 0.2900
H 1.29924 2.67102 -1.63972 0.3742
H 2.60480 1.14068 -2.84618 0.3006
H 4.65080 0.10898 -1.74938 0.3043
H 3.92895 0.66465 -0.20258 0.2952
H 3.27192 -1.72618 -0.67837 0.3791
H 2.76785 -1.25859 -2.32213 0.2515
```

Properties
- SMILES: CC(=O)Nc1ccc2c(c1)CNCC2
- E_LUMO: 0.767 eV
- Orbital gap: 9.423 eV
- E_tot: -612.31110 Ha
- Energy above the lowest of the compared OMol25 structures with the same formula, charge and spin: 24.9 kcal per mole

=====

A cluster of 2 separate species, C11H14N2O in total, computed with ωB97M-V with the def2-TZVPD basis set.

XYZ file:
```
28
Properties=species:S:1:pos:R:3:mulliken_charge:R:1
C -1.23593 2.65025 0.18193 -1.2513
C -1.59749 0.18420 0.31002 -0.7274
C -1.08715 1.24424 -0.32740 0.9553
C -0.63930 -0.59943 -1.57158 0.1302
C -0.45942 0.81204 -1.57605 0.6489
C -0.00304 -1.45206 -2.58197 -0.8597
C -0.01040 1.51151 -2.72453 -0.4913
C 0.47954 -0.72119 -3.67034 -0.4288
C 0.39509 0.71894 -3.70216 -0.5308
N -1.15003 -1.00164 -0.32644 -0.0106
H -2.16668 0.00297 1.18816 0.4719
H -1.32222 -2.01979 -0.20143 0.2846
H -1.30456 2.83509 1.32276 0.3522
H -2.13193 3.17946 -0.24439 0.3065
H -0.17681 -2.47048 -2.61301 0.4585
H -0.01371 2.56824 -2.79947 0.4474
H 0.95579 -1.14272 -4.46277 0.5286
H 0.40187 1.27471 -4.63502 0.3492
H -0.30249 3.12296 -0.18521 0.3586
C 0.64197 -1.14348 4.07304 -0.8138
C 1.45676 -1.78174 3.00490 0.6150
O 1.72797 -2.97153 3.04909 -0.5809
N 1.83768 -0.88231 1.99359 -0.3772
H -0.15944 -1.72817 4.36916 0.2970
H 0.51950 -0.11259 3.68015 0.1908
H 2.40275 -1.17784 1.21338 0.2179
H 1.75392 0.08342 2.22148 0.1796
H 1.18775 -0.98306 5.01410 0.2798
```

Properties
- <S²>: 0.775
- E_LUMO (alpha / beta): -3.742 / -7.523 eV
- 2S+1: 2
- Orbital gap (alpha / beta): 8.565 / 4.783 eV
- E_tot: -611.98903 Ha
- Total charge: +1
- Energy above the lowest of the compared OMol25 structures with the same formula, charge and spin: 46.6 kcal per mole

=====

The molecule C11H14N2O2, computed with ωB97M-V with the def2-TZVPD basis set.

XYZ file:
```
29
Properties=species:S:1:pos:R:3:mulliken_charge:R:1
C 0.00159 1.08358 2.62997 0.0219
C 0.26057 0.38620 -2.05329 -1.5204
C 1.61781 0.87381 0.03890 -1.5783
C -0.75689 1.58620 -0.16029 -1.7226
C 0.91914 -1.46313 -0.50684 -1.1494
C -1.44493 -0.82650 -0.78804 -1.5180
C 0.54886 1.43189 -0.90993 0.4350
C -0.12361 -0.96482 -1.51634 0.5816
C 1.08627 -0.50673 0.63735 0.2547
C -1.29183 0.25950 0.35309 0.2963
C -0.21268 -0.30327 1.36519 0.0420
N 0.07200 1.92743 3.35182 -0.5219
N -0.67091 -1.35628 2.28328 1.1039
O -1.84382 -1.77014 2.12968 -0.5913
O 0.06199 -1.75387 3.17234 -0.5811
H -0.53286 0.70501 -2.72872 0.4964
H 1.25390 0.32931 -2.54307 0.4365
H 2.44039 0.48195 -0.51584 0.5680
H 1.82917 1.63828 0.71626 0.5229
H -0.53428 2.28101 0.59975 0.4951
H -1.50240 2.04090 -0.78245 0.4898
H 0.44272 -2.44769 -0.26043 0.3984
H 1.90257 -1.64580 -1.02642 0.4523
H -1.97294 -0.24595 -1.47561 0.5450
H -1.89303 -1.72327 -0.45928 0.5089
H 0.93480 2.37309 -1.17319 0.4595
H -0.24268 -1.70926 -2.32030 0.3014
H 1.93077 -1.05331 1.21596 0.2186
H -2.27972 0.37184 0.72641 0.5548
```

Properties
- E_LUMO: -0.777 eV
- Orbital gap: 9.819 eV
- E_tot: -687.37451 Ha
- Energy above the lowest of the compared OMol25 structures with the same formula, charge and spin: 94.0 kcal per mole

=====

The ion C11H14N2OP with charge +1, computed with ωB97M-V with the def2-TZVPD basis set.

XYZ file:
```
29
Properties=species:S:1:pos:R:3:mulliken_charge:R:1
C 0.26866 1.81027 2.46542 -0.9323
N 0.94885 0.59874 2.03842 0.1433
C 1.61458 -0.28947 2.79041 0.2750
C 2.31828 -1.38511 2.24389 -1.1874
C 1.94357 -1.92841 1.00531 0.2981
N 1.22489 -1.15289 0.20860 0.1472
C 0.29763 -1.55900 -0.82481 -0.7923
C 0.06719 -0.33909 -1.80002 -0.0002
C -0.88494 -0.58329 -2.93025 -1.0892
C -2.04879 0.03762 -3.06349 -0.1978
C -2.63341 0.83901 -2.02269 -0.5636
C -1.78565 0.98301 -0.91448 -0.6912
C -0.34522 0.84406 -0.94925 0.3821
P 1.19238 0.55810 0.33912 0.2189
O 2.36150 1.34218 -0.00018 -0.6719
H 0.80384 2.25915 3.26731 0.4029
H -0.73004 1.68084 2.69151 0.3351
H 0.39581 2.48965 1.61206 0.3758
H 1.76290 -0.06531 3.88925 0.3477
H 2.99371 -1.89445 2.89946 0.4376
H 2.09111 -2.99182 0.63683 0.3933
H -0.63120 -1.86170 -0.34819 0.3308
H 0.71597 -2.41764 -1.24167 0.5697
H 1.08126 -0.15813 -2.05996 0.5168
H -0.39561 -1.07786 -3.70732 0.4474
H -2.62937 0.21285 -3.99671 0.3385
H -3.50451 1.43317 -2.14241 0.4414
H -2.17339 1.62759 -0.15518 0.3224
H 0.13923 1.74221 -1.35008 0.4018
```

Properties
- SMILES: C[N+]1=CC=CN2C[C@H]3C=CC=C[C@H]3[P@]21=O
- E_LUMO: -4.492 eV
- Orbital gap: 7.364 eV
- E_tot: -953.36180 Ha
- Total charge: +1
- Energy above the lowest of the compared OMol25 structures with the same formula, charge and spin: 0.0 kcal per mole

=====

A structure of composition C11H14N2S, computed with ωB97M-V with the def2-TZVPD basis set.

XYZ file:
```
28
Properties=species:S:1:pos:R:3:mulliken_charge:R:1
C 2.95820 -1.01290 0.66747 -1.4292
C 2.40500 0.19169 -0.15470 0.6444
C 1.91318 -0.25911 -1.57223 -1.3928
C 1.36864 1.06502 0.58796 -1.0148
C 0.25826 0.26780 1.35038 -0.8258
C -1.09254 0.33330 0.61325 0.5644
C -1.74760 1.50526 0.44891 -0.2993
C -3.04911 1.59220 -0.21034 -0.6642
C -3.62171 0.46056 -0.68192 -0.8092
C -2.94596 -0.78949 -0.53984 0.6571
N -3.32784 -2.00533 -0.94860 -0.6345
S -2.22790 -3.08612 -0.50707 0.1243
N -1.11553 -2.11429 0.23349 -0.6025
C -1.65284 -0.91150 0.12142 0.4309
H 2.69748 -0.95792 1.73528 0.3198
H 4.04017 -1.13396 0.51104 0.3382
H 2.49872 -1.92966 0.25211 0.3467
H 3.27223 0.84832 -0.36043 0.3614
H 2.40041 -1.20124 -1.86991 0.4184
H 0.81641 -0.30943 -1.64567 0.2427
H 2.24901 0.51660 -2.28482 0.3442
H 0.84749 1.65668 -0.18956 0.4592
H 1.83107 1.81876 1.24816 0.3847
H 0.48956 -0.79106 1.51463 0.5181
H 0.09461 0.78073 2.31496 0.3521
H -1.26725 2.40511 0.84875 0.3978
H -3.50312 2.57942 -0.29429 0.3786
H -4.58903 0.48057 -1.18842 0.3891
```

Properties
- E_LUMO: -0.469 eV
- Orbital gap: 8.390 eV
- E_tot: -935.23720 Ha
- Energy above the lowest of the compared OMol25 structures with the same formula, charge and spin: 24.6 kcal per mole

=====

A structure of composition C11H14N4O4Sc, computed with ωB97M-V with the def2-TZVPD basis set.

XYZ file:
```
34
Properties=species:S:1:pos:R:3:mulliken_charge:R:1
Sc 11.71280 6.95200 7.98891 0.7227
O 5.03683 5.21636 10.03534 -0.6746
C 5.79192 4.60073 9.24313 0.4182
O 5.59815 3.43823 8.76668 -0.7123
C 7.12394 5.21549 8.79808 0.4096
C 7.96343 4.43243 7.98638 -0.7681
C 9.18825 4.96143 7.64034 -0.1819
N 9.66724 6.07051 8.07607 -0.0951
C 8.77272 6.95888 8.68589 0.3078
C 7.49801 6.52292 9.10731 -0.5060
C 9.29684 8.35523 8.89371 0.4412
O 8.56664 9.16395 9.49097 -0.5546
O 10.54846 8.52214 8.42664 -0.6612
H 7.54768 3.43537 7.78699 0.5357
H 9.77539 4.52495 6.83591 0.4377
H 6.86746 7.26384 9.58417 0.5649
N 13.45604 7.74916 9.18617 -0.4751
C 13.60856 7.50138 10.67515 -0.5066
C 13.83819 5.97678 10.85458 -0.8356
C 12.81948 4.94071 10.35426 -0.4415
N 12.64778 4.97292 8.90595 -0.4239
H 14.28037 7.26106 8.76549 0.3343
H 13.75891 8.73817 9.05224 0.3239
H 12.62048 7.76488 11.14046 0.2840
H 14.40049 8.10760 11.19513 0.4189
H 14.00812 5.80685 11.90893 0.3860
H 14.88665 5.79654 10.50496 0.3493
H 11.85243 5.13422 10.84986 0.3198
H 13.19854 3.92538 10.73774 0.3928
H 12.18126 4.10369 8.57574 0.3038
H 13.57444 4.96795 8.53251 0.3221
N 12.65367 7.00128 4.89398 -0.0304
C 12.36154 6.85467 6.03834 0.2447
H 12.84543 7.33457 3.95224 0.3495
```

Properties
- E_LUMO: -6.417 eV
- Orbital gap: 3.167 eV
- E_tot: -1708.03190 Ha
- Total charge: +1

=====

> Which value of E_tot does entry 6 give?

-1708.03190 Ha